Density functional theory data (ωB97M-V with the def2-TZVPD basis set) for a molecular structure, C13H21AsNO6S5Ti.

Geometry (Å):
Ti -0.92 -0.29 -0.28
O -1.91 -1.83 0.28
C -3.17 -1.68 0.88
C -3.69 -0.24 0.73
N -3.06 0.37 -0.45
C -3.10 1.84 -0.45
C -1.76 2.46 -0.04
O -1.58 3.65 -0.12
O -0.85 1.59 0.33
C -3.50 -0.20 -1.73
C -2.37 -0.10 -2.76
O -2.60 0.09 -3.93
O -1.18 -0.27 -2.24
H -0.60 -3.25 0.77
H -3.11 -1.91 1.95
H -3.88 -2.40 0.44
H -3.40 0.36 1.59
H -4.78 -0.23 0.66
H -3.88 2.23 0.21
H -3.32 2.21 -1.46
H -4.40 0.29 -2.12
H -3.72 -1.26 -1.59
C 4.10 -2.76 0.39
S 3.69 -3.34 2.06
C 2.39 -2.22 2.43
C 1.11 -2.40 2.06
S 0.55 -3.82 1.19
S -0.01 -1.15 2.54
C 1.14 -0.12 3.37
S 0.69 1.24 4.15
S 2.74 -0.75 3.32
H 4.78 -3.50 -0.03
H 4.61 -1.80 0.43
H 3.20 -2.70 -0.22
C 3.69 0.62 -1.43
As 1.97 1.15 -0.76
C 2.25 2.23 0.80
C 1.08 2.19 -2.10
O 1.12 -0.26 -0.39
H 4.29 1.50 -1.64
H 3.54 0.04 -2.34
H 4.17 0.00 -0.68
H 2.76 3.15 0.50
H 2.86 1.68 1.52
H 1.27 2.46 1.21
H 1.83 2.72 -2.70
H 0.42 2.90 -1.61
H 0.51 1.50 -2.73

Calculated values
Charge = 0
2S+1 = 2
Electronic energy = -165731.1202 eV
Highest occupied orbital energy (spin up / spin down) = -7.7 / -8.3 eV
Energy above the lowest of the compared OMol25 structures with the same formula, charge and spin = 0.000 eV
M = 570.44 g mol⁻¹


Density functional theory data (ωB97M-V with the def2-TZVPD basis set) for a molecular structure, C13H21CoN2O3.

Geometry (Å):
Co -1.42 0.42 1.24
C -1.97 1.19 3.06
C -2.38 -0.20 3.01
C -3.22 -0.37 1.93
C -3.43 0.94 1.32
C -2.78 1.85 2.10
H -1.41 1.67 3.86
H -2.14 -0.91 3.82
H -3.81 -1.26 1.59
H -4.14 1.27 0.59
H -2.78 2.88 1.86
C 1.58 -3.07 -1.44
N 0.31 -2.37 -1.18
C -0.64 -2.53 -2.36
C -0.10 -1.64 -0.15
O -1.23 -1.12 -0.08
C 0.88 -1.46 0.99
O 0.66 -0.13 1.72
C 1.43 1.01 1.28
C 0.81 1.61 0.03
O -0.43 1.86 0.13
N 1.55 1.76 -1.10
C 0.78 2.05 -2.28
C 2.90 2.15 -1.29
H 2.41 -2.44 -1.12
H 1.68 -3.34 -2.50
H 1.56 -3.95 -0.77
H -1.32 -1.66 -2.34
H -1.08 -3.54 -2.34
H -0.06 -2.44 -3.27
H 1.87 -1.68 0.57
H 0.68 -2.18 1.78
H 2.49 0.81 1.17
H 1.40 1.72 2.11
H -0.22 1.59 -2.34
H 1.33 1.81 -3.15
H 0.58 3.14 -2.31
H 2.89 3.04 -1.89
H 3.32 1.32 -1.93
H 3.41 2.19 -0.32

Calculated values
Charge = +2
2S+1 = 5
Electronic energy = -60553.1315 eV
Highest occupied orbital energy (spin up / spin down) = -16.0 / -16.5 eV
M = 312.25 g mol⁻¹


Density functional theory data (ωB97M-V with the def2-TZVPD basis set) for a molecular structure, C13H21LuNS.

Geometry (Å):
Lu 0.13 0.11 0.00
C -1.40 1.31 1.81
C -2.30 1.11 0.75
C -2.60 -0.19 0.33
C -2.01 -1.29 0.97
C -1.12 -1.09 2.04
C -0.82 0.21 2.46
H -1.21 2.31 2.17
H -2.79 1.96 0.29
H -3.33 -0.35 -0.45
H -2.28 -2.30 0.68
H -0.71 -1.94 2.57
H -0.18 0.37 3.32
C 0.21 -1.44 -5.30
C -0.07 0.01 -4.85
C -1.49 0.45 -5.24
C 1.00 0.99 -5.39
C 0.00 0.04 -3.38
N 0.05 0.06 -2.22
H 0.14 -1.44 -6.39
H -0.53 -2.14 -4.91
H 1.22 -1.77 -5.03
H -1.54 0.42 -6.33
H -1.71 1.47 -4.92
H -2.25 -0.23 -4.85
H 0.92 0.96 -6.48
H 2.00 0.69 -5.11
H 0.81 2.01 -5.06
C 3.07 -1.86 0.52
S 2.65 -0.15 0.96
C 3.92 0.87 0.15
H 3.90 -2.17 1.16
H 3.34 -1.92 -0.53
H 2.24 -2.52 0.74
H 4.02 0.57 -0.89
H 4.84 0.71 0.71
H 3.62 1.91 0.23

Calculated values
Charge = +3
Electronic energy = -59740.2683 eV
Highest occupied orbital energy = -20.4 eV
Energy above the lowest of the compared OMol25 structures with the same formula, charge and spin = 0.079 eV
M = 398.35 g mol⁻¹


Density functional theory data (ωB97M-V with the def2-TZVPD basis set) for 2 unconnected molecules or ions with the total composition C13H21N2O6.

Geometry (Å):
C -3.44 2.47 -0.23
C -2.21 3.36 -0.23
C -0.96 2.66 -0.19
C 0.31 3.33 -0.21
C 1.53 2.42 -0.17
O 0.47 4.56 -0.26
O -2.34 4.59 -0.26
H -3.20 1.40 -0.22
H -4.06 2.70 0.65
H -4.06 2.70 -1.11
H -0.97 1.58 -0.15
H 1.28 1.35 -0.11
H 2.14 2.58 -1.06
H 2.15 2.68 0.70
C -0.93 -0.58 5.01
C -0.75 -1.70 4.00
C 0.10 -2.83 4.52
O -0.12 -1.05 2.82
C -0.18 -1.79 1.70
N 0.42 -0.98 0.66
N 0.22 -1.44 -0.50
C 1.18 -1.01 -1.49
O 2.27 -0.51 -1.30
O 0.64 -1.32 -2.68
C 1.38 -0.75 -3.84
C 0.34 -0.65 -4.93
C 2.58 -1.58 -4.19
O -0.64 -2.91 1.60
H -1.45 -0.95 5.91
H 0.05 -0.20 5.33
H -1.53 0.24 4.61
H -1.72 -2.09 3.68
H -0.37 -3.27 5.41
H 0.21 -3.61 3.77
H 1.08 -2.44 4.82
H 1.72 0.26 -3.55
H 0.73 -0.16 -5.83
H -0.01 -1.65 -5.22
H -0.53 -0.07 -4.59
H 3.10 -1.14 -5.05
H 3.29 -1.61 -3.35
H 2.29 -2.60 -4.46

Calculated values
Charge = -1
Electronic energy = -29086.3381 eV
Highest occupied orbital energy = -3.1 eV
M = 301.32 g mol⁻¹


Density functional theory data (ωB97M-V with the def2-TZVPD basis set) for 3 unconnected molecules or ions with the total composition C13H21N3O6S.

Geometry (Å):
C 0.81 -4.70 -0.74
C -0.36 -3.93 -0.14
C -0.81 -2.73 -1.00
C 0.30 -1.75 -1.17
C 1.02 -1.53 -2.27
S 0.82 -2.35 -3.83
C 2.11 -0.49 -2.21
O 2.45 0.17 -3.17
C 2.76 -0.26 -0.87
N 4.10 0.18 -0.83
C 5.02 -0.71 -1.56
C 4.97 -2.14 -1.01
C 2.02 -0.46 0.22
C 0.61 -0.90 0.04
O -0.26 -0.61 0.83
H 1.05 -5.56 -0.11
H 1.71 -4.08 -0.79
H 0.58 -5.07 -1.74
H -1.22 -4.59 -0.01
H -0.09 -3.55 0.85
H -1.62 -2.22 -0.47
H -1.18 -3.07 -1.97
H -0.47 -2.03 -4.01
H 4.16 1.11 -1.24
H 6.02 -0.30 -1.44
H 4.80 -0.72 -2.63
H 5.97 -2.57 -0.95
H 4.55 -2.15 0.00
H 4.36 -2.80 -1.63
H 2.39 -0.27 1.21
C -2.06 2.05 1.19
N -3.36 2.44 1.80
O -3.37 3.37 2.58
O -4.33 1.79 1.48
H -1.29 2.72 1.57
H -1.86 1.02 1.46
H -2.17 2.14 0.12
C -5.31 5.75 3.03
N -5.61 7.15 3.44
O -5.68 7.40 4.62
O -5.77 7.96 2.54
H -5.20 5.15 3.92
H -6.15 5.41 2.42
H -4.40 5.77 2.44

Calculated values
Charge = 0
SMILES = CCCC1=C(S)C(=O)C(NCC)=CC1=O.C[N+](=O)[O-].C[N+](=O)[O-]
Electronic energy = -41405.4868 eV
Highest occupied orbital energy = -9.6 eV
M = 347.39 g mol⁻¹


Density functional theory data (ωB97M-V with the def2-TZVPD basis set) for a molecular structure, C13H21N4O5V.

Geometry (Å):
V 0.01 0.79 -0.40
C 3.85 1.42 2.91
N 3.46 1.33 1.51
C 4.42 1.88 0.54
C 2.30 0.86 1.11
O 1.98 0.81 -0.11
C 1.32 0.36 2.17
O 0.06 0.06 1.55
C -1.09 0.59 2.23
C -2.12 1.03 1.19
O -1.97 0.69 -0.02
N -3.14 1.76 1.59
C -3.39 2.12 2.98
C -4.16 2.19 0.63
H 3.74 2.44 3.28
H 3.26 0.75 3.54
H 4.89 1.12 3.01
H 4.78 2.83 0.92
H 5.26 1.20 0.42
H 3.94 2.02 -0.42
H 1.71 -0.55 2.63
H 1.19 1.13 2.93
H -1.52 -0.19 2.87
H -0.79 1.45 2.82
H -2.48 2.08 3.58
H -3.76 3.15 3.01
H -4.14 1.47 3.43
H -3.80 2.02 -0.38
H -5.08 1.63 0.78
H -4.35 3.25 0.78
C 0.07 6.16 1.03
N 0.00 5.05 0.09
C -0.07 5.24 -1.27
C -0.11 4.24 -2.16
C -0.08 2.91 -1.61
O -0.07 1.81 -2.23
N -0.04 2.75 -0.27
C 0.03 3.76 0.62
O 0.10 3.60 1.84
H 0.13 7.09 0.46
H 0.95 6.07 1.66
H -0.81 6.18 1.67
H -0.08 6.28 -1.58
H -0.16 4.42 -3.23

Calculated values
Charge = +1
2S+1 = 2
Electronic energy = -55703.1513 eV
Highest occupied orbital energy (spin up / spin down) = -9.6 / -9.0 eV
Energy above the lowest of the compared OMol25 structures with the same formula, charge and spin = 0.300 eV
M = 364.28 g mol⁻¹


Density functional theory data (ωB97M-V with the def2-TZVPD basis set) for a molecular structure, C13H21N4O5V.

Geometry (Å):
V -0.08 -1.49 -1.59
C 3.92 -1.25 1.88
N 3.50 -1.34 0.49
C 4.52 -1.01 -0.51
C 2.26 -1.60 0.11
O 1.91 -1.61 -1.09
C 1.22 -1.86 1.19
O -0.03 -2.12 0.54
C -1.14 -1.54 1.22
C -2.25 -1.35 0.20
O -2.02 -1.63 -1.00
N -3.41 -0.87 0.61
C -3.69 -0.54 2.00
C -4.51 -0.68 -0.33
H 3.96 -0.21 2.21
H 3.26 -1.81 2.54
H 4.92 -1.68 1.97
H 5.01 -0.08 -0.23
H 5.28 -1.80 -0.53
H 4.07 -0.92 -1.49
H 1.50 -2.72 1.80
H 1.13 -0.98 1.82
H -1.46 -2.18 2.04
H -0.86 -0.54 1.58
H -2.78 -0.38 2.57
H -4.27 0.38 2.03
H -4.27 -1.33 2.48
H -4.17 -0.88 -1.34
H -5.33 -1.35 -0.08
H -4.86 0.35 -0.26
C -0.10 3.98 -0.10
N -0.10 2.87 -1.04
C -0.09 3.07 -2.39
C -0.08 2.07 -3.29
C -0.09 0.74 -2.76
O -0.08 -0.36 -3.39
N -0.11 0.57 -1.41
C -0.11 1.57 -0.51
O -0.11 1.40 0.71
H -0.08 4.91 -0.66
H 0.76 3.92 0.55
H -1.00 3.95 0.52
H -0.09 4.10 -2.70
H -0.07 2.25 -4.35

Calculated values
Charge = +1
2S+1 = 2
Electronic energy = -55703.4516 eV
Highest occupied orbital energy (spin up / spin down) = -9.7 / -9.2 eV
Energy above the lowest of the compared OMol25 structures with the same formula, charge and spin = 0.000 eV
M = 364.28 g mol⁻¹


Density functional theory data (ωB97M-V with the def2-TZVPD basis set) for C13H21N5O4 in the gas phase.

Geometry (Å):
C -3.02 -2.96 4.54
N -2.75 -2.27 3.24
C -1.69 -1.46 2.97
O -0.68 -1.48 3.61
C -1.94 -0.55 1.77
N -0.69 -0.44 1.11
C -0.53 -0.74 -0.14
O -1.28 -0.78 -1.08
C 0.81 -1.20 -0.44
C 0.88 -2.64 -1.09
C 2.28 -3.07 -1.45
C 3.10 -3.94 -0.68
N 4.29 -3.83 -1.09
C 4.34 -2.88 -2.04
N 3.18 -2.39 -2.34
N 1.40 -0.22 -1.40
C 2.01 0.83 -0.90
C 3.07 1.59 -1.63
O 1.82 1.28 0.33
C -2.85 0.62 2.15
C -2.27 1.69 3.12
O -3.26 1.26 0.97
H -2.62 -2.41 5.36
H -4.13 -3.20 4.64
H -2.52 -3.92 4.53
H -3.62 -2.31 2.68
H -2.56 -1.18 1.07
H 0.16 -0.38 1.60
H 1.41 -1.44 0.46
H 0.43 -3.41 -0.51
H 0.36 -2.78 -2.00
H 2.90 -4.52 0.26
H 5.12 -4.15 -0.61
H 5.16 -2.67 -2.66
H 1.67 -0.45 -2.29
H 3.55 2.33 -0.95
H 3.69 0.74 -1.85
H 2.78 2.12 -2.58
H -3.78 0.22 2.54
H -2.17 2.60 2.54
H -1.31 1.38 3.48
H -2.91 1.81 4.03
H -2.52 1.25 0.38

Calculated values
Charge = 0
SMILES = CNC(=O)[C@H](NC(=O)[C@@H](Cc1c[nH]cn1)NC(C)=O)[C@@H](C)O
Electronic energy = -29461.1605 eV
Highest occupied orbital energy = -8.8 eV
Energy above the lowest of the compared OMol25 structures with the same formula, charge and spin = 3.039 eV
M = 311.34 g mol⁻¹


What is the formula in the seventh record? C13H21N4O5V


Among the records above, which one has the lowest charge? C13H21N2O6